57
Properties=species:S:1:pos:R:3:forces:R:3:mulliken_charge:R:1 method="wB97M-V/def2-TZVPD" multiplicity=5 gap_ha="0.3243 / 0.1967" total_charge=+1 relative_energy_kj_mol=0.0 e_homo_ev="-11.2296 / -11.6537" s2=6.02 energy_ev=-58715.2509 molar_mass_g_mol=611.443
H -1.079050 -1.764686 -6.546664 -0.035 0.056 0.250 0.479
H -0.989263 -0.002545 -2.611817 -0.029 0.319 0.307 0.070
O 2.791203 3.000016 3.345044 -1.558 -0.907 0.392 -0.607
C -2.318623 0.101559 2.137577 0.718 1.810 0.151 -0.290
H 2.191300 -0.930732 1.531104 -0.302 0.065 0.087 0.559
O 1.065487 1.607309 2.870406 1.018 1.049 0.238 -0.775
H 1.349026 2.088630 0.289439 -0.272 -0.091 -0.132 0.332
H 1.111335 1.230008 -1.994023 -0.499 0.234 0.058 0.204
H -1.185523 -1.018562 -0.058056 0.362 0.094 -0.106 0.136
C 0.243121 -0.613156 -5.350944 -0.079 -0.266 -1.067 1.618
H -0.902856 -2.381885 -4.899545 -0.160 0.069 0.030 0.400
C 0.171220 1.594172 -1.535106 0.095 -0.527 -0.178 -0.719
H -1.560675 2.162317 2.708173 -0.005 -0.342 0.032 0.510
O 0.416503 -0.002853 -4.027015 -0.015 0.865 -1.878 -0.414
Pt 0.105285 -0.147274 3.554695 0.021 -0.355 0.775 1.048
C 0.146385 -2.902485 3.313578 0.185 -0.450 1.552 -0.631
H 0.286784 -1.284080 -1.060979 -0.358 0.327 0.108 0.408
H -0.565607 -3.712058 3.453838 0.091 0.291 0.027 0.511
H 2.044536 3.035378 5.728674 -0.266 -0.195 -0.094 0.404
H 1.247116 -1.716727 -6.868236 0.055 0.091 0.169 0.402
H -2.773477 -2.040877 2.489805 0.133 0.313 0.187 0.495
C -1.733454 1.122459 2.970867 -2.047 -0.665 0.287 -0.677
H -2.731749 0.278057 1.148882 0.495 -0.183 0.038 0.603
H -2.097102 -1.523289 5.072504 -0.007 0.178 -0.242 0.536
H 1.050691 2.007869 -4.536535 -0.344 -0.401 0.166 0.308
H 0.847478 0.991563 -6.784845 -0.206 -0.002 0.160 0.324
C 1.780703 2.371346 3.645443 1.049 0.481 -0.283 0.303
C -0.899526 0.471260 -1.632906 0.135 0.402 0.389 -0.178
H 1.530798 -2.311602 -5.234706 0.276 0.098 -0.011 0.402
H 0.811993 -2.435680 5.430653 -0.119 0.057 -0.355 0.494
C 1.864248 -1.362800 3.727743 -0.798 -0.991 -0.898 -0.123
C 1.270572 2.560843 5.121335 0.563 -0.266 -0.602 0.274
H -1.744710 1.212671 5.243499 0.267 -0.155 -0.042 0.806
C 0.195811 1.321271 -4.670403 0.015 0.313 0.435 -0.368
H 0.327223 -2.798461 1.089062 -0.166 0.236 0.370 0.497
Cl -0.180177 3.535449 5.111230 -0.148 0.063 0.172 -0.111
C 0.059420 0.733385 -6.072204 -0.029 -0.262 0.458 -0.913
C 0.853512 -2.223971 4.363797 0.777 -0.023 -0.730 -0.577
C -1.746633 0.606164 4.349934 -0.710 -0.979 -1.441 -0.228
C 0.400912 1.644765 -0.032662 0.073 -0.337 -0.131 -0.418
H -0.938143 0.814956 -6.516495 0.342 0.246 -0.018 0.287
H -0.732035 1.803125 -4.313388 0.430 -0.225 0.108 0.254
H -0.112680 2.538103 -2.004085 -0.045 -0.071 0.186 0.474
H -1.874784 0.856616 -1.300974 0.144 0.017 -0.112 0.251
Cl 0.968685 0.908093 5.853127 0.224 0.571 0.263 -0.055
O 0.454838 0.235498 0.318823 -0.497 0.420 0.064 -0.150
H -1.921839 -0.938342 -5.227690 0.224 -0.056 0.099 0.368
C 0.595325 -2.422600 2.076104 0.998 1.156 -1.125 -0.363
C -0.363475 -0.511427 -0.601461 0.217 -0.349 0.062 -0.511
C -0.998063 -1.466814 -5.492067 -0.172 -0.323 0.177 -1.883
H 2.745790 -0.928396 4.185228 -0.252 0.037 -0.017 0.566
H -0.424767 2.158710 0.497986 0.231 -0.247 -0.137 0.067
C 1.585388 -1.407956 2.289169 0.563 -1.251 0.733 -0.594
C 1.434764 -1.401262 -5.834221 0.158 -0.252 0.102 -1.689
C -2.408641 -1.088754 2.876212 -0.305 -0.825 0.839 -0.599
H 2.360900 -0.819228 -5.824088 -0.118 -0.109 0.171 0.377
C -2.025522 -0.833062 4.237177 -0.319 1.249 -0.043 -0.897